Record 1
Here is a cluster of 4 separate species, C19H46Cl3O12P3 in total from the Open Molecules 2025 dataset. Energies are from wB97M-V/def2-TZVPD.

```
83
Properties=species:S:1:pos:R:3:forces:R:3
P -4.366 -7.330 -1.074 -1.9 -2.9 -0.1
H -3.856 -10.291 -2.280 0.1 0.0 -0.1
C 5.482 2.468 0.383 1.3 -0.6 0.5
H -0.125 11.262 1.820 0.3 0.0 -0.1
H 5.860 -1.630 -4.346 0.3 -0.2 0.5
C -1.984 6.199 3.071 -3.3 -2.9 -0.3
C 0.522 -0.609 -1.573 0.1 0.5 -0.3
H -1.666 5.442 3.788 1.0 0.4 0.3
H 2.332 -0.695 -2.847 -0.3 -0.1 -0.2
H 4.252 -1.146 -3.944 -0.1 0.2 -0.2
O -3.806 -5.946 -0.542 0.4 -1.9 -0.8
C 5.520 2.261 1.875 0.3 0.6 1.2
H 2.073 3.581 3.374 0.1 0.1 0.0
H -2.761 6.782 3.566 -0.3 -0.1 0.1
C 0.182 10.323 1.359 0.3 -1.1 0.0
O 2.565 0.523 -1.218 3.1 0.6 0.3
H -1.844 5.283 1.028 0.3 0.0 0.4
C -3.533 -9.870 -0.222 -0.6 1.2 0.0
H -4.882 -5.683 1.256 -0.1 -0.6 -0.4
O -4.277 -7.213 -2.706 -0.9 -1.2 3.2
O 0.182 8.055 4.556 -0.1 -0.4 0.5
H 0.356 3.731 3.607 -0.2 -0.1 -0.3
H -2.022 -7.206 -5.133 0.4 0.1 0.3
H -3.403 5.917 1.487 -0.1 0.0 -0.2
H 6.731 -0.041 -2.553 -0.5 0.3 1.3
H 6.137 0.606 -3.934 -0.6 0.6 -0.1
H -2.283 -10.841 -1.635 0.0 0.2 -0.2
C -2.524 5.399 1.872 -1.4 0.0 0.5
H -3.156 -4.363 1.622 -0.1 0.0 0.3
C -4.635 -5.194 0.314 0.9 3.1 1.2
H 4.979 3.013 2.450 -0.6 0.1 -0.4
H -3.655 -7.307 -5.444 -0.6 -0.3 0.4
H -0.728 0.733 1.660 0.2 0.0 -0.4
H -2.333 -6.451 -2.742 0.1 -0.3 -0.2
C -3.707 -3.975 0.765 -0.4 -1.2 0.8
O 0.966 5.909 3.253 0.0 3.7 3.1
H -2.848 4.406 2.187 0.0 0.0 -0.2
H 0.309 -0.138 -0.613 0.2 -0.6 0.2
H -2.841 -8.592 -4.476 -0.3 0.1 0.2
H 0.502 10.426 0.323 0.0 0.6 0.1
H 6.262 1.878 -0.098 0.7 0.3 0.2
C -2.945 -7.521 -4.645 1.1 0.4 -0.2
O 4.307 2.013 -0.176 -2.6 -1.4 -1.5
H -2.868 -10.215 0.570 0.4 0.7 0.0
H 2.554 -1.547 -1.345 -0.4 -0.1 0.3
H -3.620 -5.748 -3.769 0.7 0.6 0.1
H -2.860 -3.671 0.149 -0.7 0.1 -0.8
O 4.822 1.065 -2.434 1.0 -1.4 -0.1
H 2.253 9.635 1.570 -0.1 0.3 -0.3
H 0.234 5.170 1.544 0.1 0.1 -0.4
C -3.347 -10.734 -1.424 -0.3 -0.6 -0.5
C 2.034 -0.703 -1.798 -0.1 0.5 0.2
H -4.516 -9.811 0.245 -0.3 -0.4 -0.5
H -4.255 -3.116 1.151 -0.1 0.0 -0.4
Cl -2.215 -0.803 0.604 -0.2 -1.8 -0.8
Cl -1.969 2.343 0.295 0.1 2.3 -1.7
C 5.765 0.133 -3.026 0.8 -0.9 -2.4
O 4.835 -0.575 -0.394 -0.3 1.4 -1.0
C 1.133 3.729 2.843 0.9 0.2 -0.9
H -3.744 -11.743 -1.311 -0.1 0.0 0.3
H -0.062 -1.521 -1.699 0.4 -0.2 0.2
P 4.229 0.633 -1.026 -2.8 -0.2 2.0
O -1.099 7.046 2.532 3.2 2.8 -0.6
H -0.707 9.701 1.252 -0.1 -0.1 0.5
H -5.555 -4.902 -0.192 0.1 0.0 -0.1
H 5.077 -1.922 -2.671 0.6 -0.3 -0.2
H 1.996 5.381 1.532 0.2 0.1 0.3
C 5.250 -1.262 -3.521 -1.2 1.3 0.9
O -5.773 -7.703 -0.639 3.0 0.8 -0.8
H 5.622 3.528 0.169 -0.1 0.0 -0.3
O -3.230 -8.498 -0.656 -0.6 1.8 0.0
H 1.591 9.883 3.110 -0.8 0.4 0.1
C -3.185 -6.671 -3.386 -0.4 0.5 -1.8
Cl -2.639 1.008 2.828 -1.1 0.3 2.0
C -1.769 0.808 1.348 1.0 -0.7 0.8
H 6.531 2.458 2.231 0.3 -0.4 -0.1
H 0.071 0.116 -2.250 0.2 0.0 -0.3
O 1.167 8.118 2.170 -1.5 -0.5 0.6
C 1.135 5.139 2.156 -1.1 -3.7 -1.0
H 1.028 2.894 2.150 -0.2 0.1 0.0
P 0.252 7.329 3.297 2.1 0.9 -2.3
C 1.308 9.560 2.108 0.6 -0.5 0.1
H 5.184 1.302 2.268 0.1 -0.2 -0.5
```
Forces are in eV/Å.

Calculated values
**Relative energy (zero: lowest compared OMol25 entry of this formula, charge and spin)**: 0.094 eV
**⟨S²⟩**: 0.7538
**HOMO level (alpha / beta)**: -0.0161 / -0.2274 Eh
**Gap between HOMO and LUMO (alpha / beta)**: 0.1012 / 0.3122 Eh
**Charge**: -1
**LUMO level (alpha / beta)**: 2.32 / 2.31 eV
**Multiplicity**: 2

=====

Record 2
Here is a structure of composition C2H3CsFO2 from the Open Molecules 2025 dataset. Energies are from wB97M-V/def2-TZVPD.

```
9
Properties=species:S:1:pos:R:3:forces:R:3
C 1.323 0.118 0.886 -0.3 -0.6 -0.2
C 1.062 -1.127 0.486 0.3 0.4 0.4
Cs -2.871 -0.186 0.181 0.3 0.6 -0.9
H 0.746 -1.853 1.237 0.1 0.2 -0.3
H 1.194 0.505 1.899 0.1 -0.1 -0.3
O -2.570 1.980 -1.814 -0.2 -0.2 0.5
F 1.772 1.048 0.038 0.0 0.0 0.1
O -1.924 0.974 -2.378 -0.1 -0.4 0.4
H 1.267 -1.458 -0.533 -0.2 0.2 0.3
```
Forces are in eV/Å.

Calculated values
**Relative energy (zero: lowest compared OMol25 entry of this formula, charge and spin)**: 0.989 eV
**⟨S²⟩**: 0.7562
**HOMO level (alpha / beta)**: -0.2285 / -0.2083 Eh
**Gap between HOMO and LUMO (alpha / beta)**: 0.2051 / 0.1851 Eh
**LUMO level (alpha / beta)**: -0.64 / -0.63 eV
**Multiplicity**: 2

=====

Record 3
Here is a cluster of 10 separate species, C31H54Cl6O17 in total from the Open Molecules 2025 dataset. Energies are from wB97M-V/def2-TZVPD.

```
108
Properties=species:S:1:pos:R:3:forces:R:3
H 2.183 -4.224 -0.831 -0.8 0.8 -0.5
C 2.468 -0.748 -3.507 -0.8 0.3 -1.2
Cl -2.618 2.956 -5.139 -0.1 0.3 0.5
C -3.383 4.844 1.467 0.6 -0.2 -0.5
O 1.556 0.174 -4.013 1.8 -1.1 0.6
C 1.070 1.403 0.270 0.1 -0.3 0.1
C -1.403 -1.173 -5.507 0.3 -1.4 -0.9
O -4.809 1.019 1.762 -0.4 0.2 0.8
H -2.555 6.252 2.869 -0.2 0.4 -1.2
C 3.715 2.127 2.481 0.2 0.1 -0.4
H -0.552 -5.221 2.212 0.4 -0.4 0.1
H -0.418 0.838 3.662 0.0 1.0 0.5
O 1.774 -1.366 -2.521 2.3 -0.3 0.0
C 5.606 -1.776 2.949 -0.4 -1.0 1.1
H 0.954 1.788 -1.863 0.2 -0.7 -1.0
C -5.375 -0.869 0.363 -0.7 -0.7 0.9
Cl 6.630 3.056 0.241 -0.3 -0.2 -0.1
O 0.021 -2.968 -5.087 0.5 -0.5 0.4
H -1.948 -2.761 1.258 -0.2 0.1 0.1
H -3.512 1.582 -3.457 0.3 0.4 -0.2
H -1.916 6.462 1.178 0.5 -0.2 -0.2
C -1.405 -2.811 3.372 0.1 -0.8 0.6
O 3.580 -1.013 -3.938 -2.1 0.9 1.0
H 6.502 -1.415 3.432 0.2 0.0 0.1
H -1.614 -1.433 -3.303 -0.2 0.1 -1.1
H 3.861 -3.289 1.124 0.3 0.4 -0.3
O 0.060 -2.718 3.382 -1.0 0.1 -0.4
C -2.784 6.227 1.767 -0.5 -1.4 1.4
C -0.026 -1.798 -5.772 -1.7 -0.3 1.5
H -5.531 2.765 4.830 0.6 0.3 -0.4
H -0.165 2.425 4.624 -0.6 -0.2 -1.0
H -5.442 -1.297 -0.621 0.5 0.0 -0.5
H -6.384 1.733 3.805 -1.0 -0.5 -0.5
O 0.840 -1.399 -6.474 0.7 0.0 -0.5
H -1.768 1.523 4.589 0.8 0.5 -0.4
H -2.673 -4.182 2.140 0.9 0.9 -0.1
H -3.695 4.752 0.428 -0.1 0.2 0.0
C -5.462 2.254 3.866 0.1 -0.1 0.6
H -4.276 4.635 2.100 0.9 0.0 -0.2
H -4.729 1.141 -0.236 -0.1 -0.5 0.2
H 3.200 -2.887 -2.692 -0.3 0.2 0.3
H 0.905 -3.680 -2.058 0.8 -0.2 0.0
H -6.395 -0.613 0.631 -0.3 -0.3 0.3
C 4.905 -2.955 0.986 -1.0 2.1 1.4
H 4.790 -1.826 3.694 0.3 0.5 -0.3
H -1.882 -1.358 -6.505 -0.3 0.0 1.1
H -0.536 -4.373 0.647 1.1 -0.2 0.2
O -1.473 -1.068 -0.402 0.5 0.1 0.1
H 2.879 0.561 -5.667 -1.3 0.7 1.0
O -1.301 2.369 2.726 1.5 -0.7 1.1
O -3.229 -0.243 2.723 -0.9 1.2 1.0
Cl 4.610 2.556 -1.902 0.1 0.3 0.1
C 5.690 -3.177 2.356 -0.4 -1.3 -3.1
O 1.762 -3.404 2.198 0.0 -0.3 -0.6
Cl -5.293 3.026 -3.759 0.6 0.1 -0.2
H -0.814 -3.765 -3.354 -0.4 0.9 -0.4
H 6.047 1.046 -0.958 0.3 0.5 0.2
H -5.318 2.870 2.988 0.0 0.4 0.3
C -2.088 3.396 2.809 -1.6 1.2 -0.3
H -3.194 3.132 -2.759 0.8 0.9 0.3
H 5.047 -3.907 2.885 0.9 0.4 0.1
O -2.568 3.899 3.808 0.6 -0.4 -0.7
H -0.039 2.859 -0.921 -0.2 -0.2 -0.1
C -1.783 -3.497 2.042 -0.6 0.1 0.9
C 4.969 -1.409 0.750 -0.2 0.2 0.0
H -4.934 -1.598 1.056 -0.6 -0.1 -0.2
C -0.857 1.811 4.000 -0.8 -1.7 0.1
C 6.173 2.110 -1.197 0.1 -0.6 0.0
H 3.010 1.286 2.623 0.7 0.4 -0.3
C -0.507 -4.253 1.732 -1.2 0.0 -0.8
C 1.654 -3.352 -1.315 -0.6 -2.0 0.7
Cl 2.763 3.616 2.317 -0.2 0.1 -0.1
H -3.555 6.919 1.490 -0.4 0.7 0.2
H 2.387 1.959 -4.553 -0.2 -0.1 -0.6
H 6.978 2.285 -1.903 -0.3 -0.1 -0.2
C -0.639 -0.196 -0.396 1.0 0.4 0.5
H 5.284 -3.284 0.079 1.0 -1.6 -1.4
O 5.287 -0.861 1.925 0.1 1.1 -0.1
C -4.083 0.623 2.816 0.3 -0.6 -0.2
H 1.390 -0.618 -0.441 0.7 -0.2 -0.4
H -1.736 -1.784 3.498 -0.4 -0.3 0.1
C 2.036 1.044 -5.057 1.4 -1.0 0.0
H 6.673 -3.649 2.015 -1.0 1.0 1.2
C 0.324 1.831 -1.006 -0.7 0.8 2.4
H -3.492 0.092 0.505 -0.3 0.1 -0.2
H 4.407 2.082 1.611 -0.8 -0.4 0.6
O 4.840 -0.686 -0.234 0.0 -1.7 1.4
C -4.563 0.345 0.513 2.0 1.5 -0.9
H 2.133 1.623 0.166 0.0 -0.1 0.1
C -1.167 -3.270 -4.285 -0.2 -0.4 -2.0
C -1.944 -1.907 -4.271 1.4 -0.4 1.5
C -3.516 2.663 -3.653 -1.5 -1.8 -0.3
C 2.622 -2.425 -1.872 0.4 0.7 -2.5
H 0.694 1.853 1.210 0.0 0.0 -0.8
H 1.163 1.149 -5.671 -0.1 0.6 -0.5
C 0.569 -3.434 2.379 1.2 0.0 0.4
O -4.421 1.278 3.966 1.0 -0.9 -1.3
H 0.745 -0.658 1.176 0.2 0.3 0.3
H -1.662 -3.496 4.220 0.0 0.9 -0.5
Cl 4.740 2.268 3.909 0.2 -0.3 0.3
H -3.011 -2.017 -4.162 -0.3 -0.2 -0.4
C 0.769 -0.088 0.250 -1.4 -0.9 0.2
O -0.833 0.966 -1.015 -0.6 0.7 -1.5
H -1.708 -4.075 -4.875 0.4 0.9 0.7
O -2.375 3.766 1.535 -0.9 0.8 1.1
H 3.366 -1.982 -1.220 -0.4 0.3 0.3
H 1.031 -2.852 -0.613 -0.3 0.3 1.2
H -1.299 -0.126 -5.415 0.0 1.1 0.3
```
Forces are in eV/Å.

Calculated values
**HOMO level**: -0.3713 Eh
**Gap between HOMO and LUMO**: 0.3874 Eh
**LUMO level**: 0.44 eV
**Multiplicity**: 1

=====

Record 4
Here is a cluster of 4 separate species, C7H19NO3 in total from the Open Molecules 2025 dataset. Energies are from wB97M-V/def2-TZVPD.

```
30
Properties=species:S:1:pos:R:3:forces:R:3
H -1.831 0.792 -1.573 -0.6 -0.5 0.0
O -1.740 0.104 2.786 0.5 -0.6 -1.1
C -1.049 0.100 -1.869 0.5 0.0 1.2
H -2.336 -0.579 2.459 -0.3 0.1 0.7
N -0.628 -1.861 -0.394 0.4 0.4 0.1
H -0.737 2.435 -0.924 -0.2 -0.5 0.3
O 1.847 0.218 -3.361 0.0 0.4 -0.6
H -1.160 0.082 1.991 0.0 0.7 0.6
H 0.057 -2.361 0.149 -0.4 -0.3 -0.2
C 1.619 -0.566 2.256 0.4 1.5 0.1
H 2.748 -0.373 0.417 -0.1 0.5 -0.1
O -3.013 -0.414 0.196 -2.3 -0.1 1.3
C 0.989 1.561 0.027 -1.4 0.4 -1.6
H 2.104 0.933 -2.782 0.0 0.5 0.2
H 1.643 -1.686 0.432 0.3 0.0 0.1
H -1.274 -2.362 -0.979 0.3 0.0 0.0
H -3.129 -1.112 0.862 0.9 -0.5 -0.5
H -1.376 -0.711 -2.519 -0.2 0.4 -0.2
C 0.625 0.146 -0.004 2.6 -0.7 1.1
C -0.338 -0.534 -0.664 -0.4 0.9 -1.1
H 0.633 -0.814 2.622 -0.1 -0.7 0.1
H 2.042 -0.541 -2.833 0.1 -1.0 0.5
H 2.431 -1.030 2.813 -0.2 -0.5 -0.1
C 0.217 2.555 -0.434 0.0 0.6 -0.2
H 0.464 3.609 -0.404 0.6 -0.1 0.2
H -0.341 0.764 -2.356 0.2 -0.4 -0.4
H 1.689 0.493 2.541 0.1 0.0 0.0
H 1.988 1.802 0.372 -0.1 0.0 0.3
H -3.885 -0.012 0.435 0.9 0.5 -0.9
C 1.740 -0.638 0.738 -1.4 -1.3 0.3
```
Forces are in eV/Å.

Calculated values
**Relative energy (zero: lowest compared OMol25 entry of this formula, charge and spin)**: 0.739 eV
**HOMO level**: -0.2729 Eh
**Gap between HOMO and LUMO**: 0.2843 Eh
**LUMO level**: 0.31 eV
**Multiplicity**: 1

=====

Record 5
Here is a structure of composition C43H48As3F5N9O3SeV from the Open Molecules 2025 dataset. Energies are from wB97M-V/def2-TZVPD.

```
113
Properties=species:S:1:pos:R:3:forces:R:3
C -1.469 5.705 1.288 0.0 0.0 0.0
H -5.981 -1.496 2.413 0.0 0.0 0.0
C 4.931 -1.333 1.590 0.0 0.0 0.0
C -3.508 4.093 -1.387 -0.1 0.1 -0.1
H -1.864 7.907 -2.685 0.0 0.0 0.0
N -1.262 3.319 1.471 0.0 0.0 -0.1
H 3.510 -3.608 1.031 0.0 0.0 0.0
C 0.350 5.780 -4.114 0.0 0.0 0.0
H -1.189 6.667 1.695 0.0 0.0 0.0
H -1.631 -3.208 -2.074 0.0 0.0 0.0
H 0.495 7.820 -3.487 0.0 0.0 0.0
H 3.447 -4.322 -4.228 0.0 0.0 0.0
As 2.346 -5.927 -2.572 0.0 0.0 0.0
H 5.189 -2.298 2.022 0.0 0.0 0.0
As -0.123 -1.463 -1.015 0.0 0.0 0.1
F -2.268 1.076 4.394 0.0 0.1 0.0
H -3.509 0.705 -1.452 0.0 0.0 0.0
C -4.003 -0.847 1.638 0.0 0.1 0.0
C -3.257 -2.860 1.323 0.0 0.1 -0.1
C 2.435 -4.706 -4.109 0.0 0.0 0.0
N -3.603 6.032 -2.695 -0.2 -0.2 -0.1
C -0.146 6.950 -3.533 -0.1 0.0 0.0
C -0.466 4.659 -4.224 0.0 0.0 0.0
H -2.623 -1.989 -1.244 0.0 0.0 0.0
O -1.891 0.828 0.543 -0.5 0.5 0.0
N 0.633 0.672 1.684 -0.3 -0.2 -0.1
C 0.542 -0.408 -2.496 0.1 -0.1 0.0
F -2.360 -0.358 6.668 -0.1 0.1 0.1
H 0.308 -3.862 -0.609 0.0 0.0 0.0
C -1.445 6.990 -3.081 0.0 0.0 0.0
H -2.340 -4.743 1.773 0.0 0.0 0.0
C 2.384 -3.297 -0.773 0.0 0.0 -0.1
C 2.279 1.839 3.233 0.0 0.1 0.1
H 2.301 -2.666 4.662 0.0 0.0 0.0
F -1.427 -2.881 6.750 0.0 -0.1 0.2
C 1.020 1.621 0.749 0.2 -0.2 0.0
H 5.457 -1.211 0.643 0.0 0.0 0.0
C -0.845 -2.792 4.479 0.0 0.2 0.0
C -1.797 -0.175 4.386 0.0 -0.1 0.1
C 0.908 -3.127 -1.152 0.0 0.0 -0.1
C 1.704 -0.435 3.739 -0.1 -0.1 0.2
H -1.887 -1.619 -2.814 0.0 0.0 0.0
H 3.811 -4.900 -0.842 0.0 0.0 0.0
H 2.277 -5.375 -0.176 0.0 0.0 0.0
H 4.341 -2.626 -1.410 0.0 0.0 0.0
C 2.171 4.686 -5.172 0.0 0.0 0.0
O 1.623 5.843 -4.564 0.1 0.0 0.1
C -2.247 5.849 -3.128 0.0 0.2 0.2
C -2.089 3.211 0.401 -0.1 0.0 -0.2
C -1.750 -2.145 -1.870 0.1 0.0 -0.1
H -0.144 -5.209 -2.831 0.0 0.0 0.0
H 5.246 -0.534 2.260 0.0 0.0 0.0
N -2.914 -1.586 1.205 0.2 -0.2 -0.1
N -4.196 5.215 -1.982 0.3 0.0 0.1
C 1.178 0.834 3.043 0.0 0.0 0.0
H -2.388 3.818 -3.820 0.0 0.1 0.0
C 2.732 -4.792 -0.985 0.0 0.0 0.1
H 0.085 -6.311 -1.450 0.0 0.0 0.0
C -4.997 -1.682 2.022 0.0 0.0 0.0
N -4.509 -2.951 1.817 0.0 0.0 0.0
O 1.487 -0.536 4.938 0.1 0.0 -0.2
H 3.424 3.461 2.496 0.0 0.0 0.0
H 3.150 -2.638 -2.707 0.0 0.0 0.0
C -0.819 -2.009 3.352 0.1 -0.1 0.0
H -2.730 6.490 -0.234 0.0 0.0 0.0
H 1.521 0.006 -2.280 0.0 0.0 0.0
C 2.644 -3.020 0.721 0.0 0.0 0.0
C 2.652 2.724 2.322 0.1 0.0 0.0
H 0.098 -6.941 -3.095 0.0 0.0 0.0
H 2.153 3.832 -4.489 0.0 0.0 0.0
H -1.484 -3.762 0.589 0.0 0.0 0.0
H -3.988 0.228 1.661 0.0 0.0 0.0
H 0.584 -1.068 -3.364 0.0 0.0 0.0
C -3.843 2.826 -1.776 0.1 -0.1 0.1
C -3.269 1.711 -1.135 -0.1 0.4 0.1
F -0.288 -2.507 2.161 0.0 0.0 0.1
H 2.195 -5.295 -4.993 0.0 0.0 0.0
H 3.111 -1.366 -1.493 0.0 0.0 0.0
V -0.944 -0.361 1.255 0.3 0.2 0.0
H 1.636 4.433 -6.090 0.0 0.0 0.0
C -2.642 4.319 -0.276 -0.1 0.0 0.0
H -5.003 -3.810 1.987 0.0 0.0 0.0
H -0.157 0.407 -2.668 0.0 0.0 0.0
H -0.297 4.596 2.732 0.0 0.0 0.0
C -2.468 -4.060 0.931 0.0 0.0 0.0
H 0.795 -3.367 -2.211 0.0 0.0 0.0
C 3.292 -2.433 -1.647 0.0 0.0 -0.1
N 2.445 -1.341 3.045 -0.1 -0.1 -0.1
C 1.985 2.685 1.038 0.0 0.1 0.0
H 3.952 -2.203 4.261 0.0 0.0 0.0
H -4.543 2.683 -2.589 0.0 0.0 0.0
Se 1.157 3.086 -1.304 0.1 0.0 0.1
H -0.115 3.762 -4.713 0.0 0.0 0.0
N 2.197 3.548 0.104 -0.1 0.0 -0.2
H 1.796 -3.367 1.316 0.0 0.0 0.0
N 0.526 1.627 -0.447 0.0 0.1 -0.1
H 3.201 4.932 -5.411 0.0 0.0 0.0
C -1.854 -0.899 5.569 0.0 0.0 -0.1
C 2.977 -2.452 3.839 0.0 0.0 0.0
H 3.079 -3.342 3.222 0.0 0.0 0.0
As 3.017 -1.144 1.250 0.0 0.1 0.1
C -2.311 5.605 0.223 0.0 -0.1 -0.1
H 0.371 1.161 3.704 0.0 -0.1 0.0
H 1.733 -3.874 -4.048 0.0 0.0 0.0
F -0.371 -4.034 4.498 0.0 -0.1 0.0
H -2.966 -4.600 0.124 0.0 0.0 0.0
C -1.377 -2.202 5.617 0.0 0.1 -0.1
H 2.732 1.818 4.218 0.0 0.0 0.0
C -2.421 1.917 -0.083 0.2 -0.3 0.1
C -0.966 4.524 1.879 0.0 0.1 0.0
C -1.759 4.692 -3.714 0.0 -0.1 0.0
C -1.261 -0.722 3.244 -0.1 -0.1 0.1
C 0.386 -6.093 -2.476 0.0 0.0 0.0
```
Forces are in eV/Å.

Calculated values
**Relative energy (zero: lowest compared OMol25 entry of this formula, charge and spin)**: 1.178 eV
**⟨S²⟩**: 0.7959
**HOMO level (alpha / beta)**: -0.3716 / -0.3751 Eh
**Gap between HOMO and LUMO (alpha / beta)**: 0.2263 / 0.2607 Eh
**Charge**: +1
**LUMO level (alpha / beta)**: -3.95 / -3.11 eV
**Multiplicity**: 2

=====

What calculated total energy values result from the calculations? In sequence: -4059.25841, -348.31928, -5253.86691, -558.51609, -12937.67798 Ha.
What max |F| values result from the calculations? In sequence: 4.856, 1.094, 3.332, 2.896, 0.682 eV/A.